Computed, not measured: a molecular structure, C41H53CsN8P2, with ωB97M-V/def2-TZVPD.

The spin multiplicity is 1. As for the total energy: -74421.565 eV. As for the strongest force on any atom: 1.449 eV Å⁻¹.

Each line ends with the Mulliken charge.
Atoms and positions in Å:
Cs -0.155 0.163 0.065  2.728
C 1.931 0.530 4.652  -0.726
C 1.101 1.256 5.491  -0.633
C -0.082 1.764 4.988  -0.814
C -0.416 1.531 3.654  0.389
N 0.390 0.828 2.851  0.581
C 1.525 0.354 3.338  -0.574
C -1.680 2.000 3.041  0.419
C -2.706 2.595 3.774  -0.925
C -3.893 2.915 3.140  -0.595
C -4.026 2.647 1.787  -0.735
C -2.941 2.088 1.131  -0.542
N -1.805 1.774 1.730  0.128
H 2.866 0.119 5.006  0.453
H 1.376 1.424 6.524  0.421
H -0.731 2.343 5.630  0.419
H 2.152 -0.196 2.641  0.430
H -2.596 2.793 4.831  0.361
H -4.708 3.364 3.694  0.428
H -4.943 2.866 1.258  0.465
H -2.996 1.880 0.066  0.428
C -2.337 0.122 -3.876  -2.063
P -1.593 -0.929 -2.565  0.711
C -3.148 -1.602 -1.826  0.379
N -4.262 -1.191 -2.404  -0.463
C -5.449 -1.520 -1.853  0.288
C -6.654 -1.078 -2.435  -0.507
C -7.852 -1.423 -1.869  -0.549
C -7.897 -2.220 -0.707  -0.541
C -6.741 -2.663 -0.124  -0.598
C -5.496 -2.318 -0.686  0.150
N -4.349 -2.729 -0.101  0.268
C -3.196 -2.366 -0.620  -0.173
P -1.699 -2.921 0.336  0.546
C -1.978 -4.740 0.136  -1.699
C -2.190 -2.737 2.167  2.270
C -3.297 -3.641 2.719  -1.752
C -2.540 -1.265 2.395  -1.913
C -0.902 -3.042 2.942  -1.899
C -0.882 -2.319 -3.642  2.099
C 0.007 -1.623 -4.683  -1.898
C -1.963 -3.163 -4.318  -1.915
C -0.001 -3.221 -2.776  -1.124
H -3.006 -0.455 -4.511  0.481
H -1.542 0.578 -4.463  0.315
H -2.916 0.912 -3.400  0.409
H -6.612 -0.466 -3.327  0.479
H -8.778 -1.082 -2.313  0.405
H -8.855 -2.479 -0.275  0.406
H -6.761 -3.274 0.770  0.456
H -3.037 -4.961 0.268  0.420
H -1.388 -5.284 0.873  0.371
H -1.663 -5.067 -0.853  0.411
H -4.210 -3.539 2.149  0.153
H -3.497 -3.349 3.755  0.530
H -2.997 -4.690 2.726  0.351
H -3.426 -0.962 1.833  0.206
H -1.700 -0.641 2.102  0.015
H -2.732 -1.084 3.457  0.657
H -0.589 -4.080 2.811  0.416
H -1.075 -2.877 4.009  0.514
H -0.084 -2.390 2.626  0.261
H -0.579 -1.207 -5.502  0.343
H 0.712 -2.346 -5.102  0.513
H 0.580 -0.809 -4.230  0.253
H -2.536 -2.586 -5.046  0.343
H -2.659 -3.567 -3.580  0.290
H -1.501 -4.003 -4.843  0.524
H 0.767 -2.646 -2.257  0.014
H 0.492 -3.968 -3.405  0.618
H -0.591 -3.741 -2.027  -0.402
N 4.355 -2.472 -4.029  -0.381
C 4.107 -2.347 -2.698  0.235
C 3.104 -1.488 -2.210  0.483
N 2.853 -1.370 -0.924  0.181
C 3.597 -2.098 -0.086  -0.240
C 4.581 -2.944 -0.562  -0.400
N 4.840 -3.078 -1.860  -0.716
H 3.891 -1.885 -4.697  0.192
H 5.146 -3.020 -4.312  0.252
H 2.515 -0.889 -2.896  -0.281
H 3.397 -1.990 0.973  0.278
H 5.189 -3.541 0.107  0.378
C 1.185 3.148 -5.352  -0.928
N 1.934 2.169 -4.589  0.246
C 3.365 2.242 -4.803  -0.828
C 1.518 2.013 -3.201  0.543
C 1.715 3.104 -2.154  -0.644
C 2.305 4.340 -2.409  -0.519
C 2.469 5.265 -1.381  -0.870
C 2.045 4.958 -0.098  -0.718
C 1.449 3.715 0.144  -0.790
C 1.276 2.775 -0.865  1.167
H 1.386 3.000 -6.417  0.402
H 1.420 4.192 -5.104  0.274
H 0.119 2.994 -5.175  0.225
H 3.572 2.096 -5.867  0.378
H 3.851 1.442 -4.240  0.167
H 3.823 3.191 -4.497  0.283
H 2.038 1.131 -2.813  -0.831
H 0.449 1.767 -3.216  -0.181
H 2.646 4.613 -3.404  0.120
H 2.930 6.224 -1.589  0.350
H 2.177 5.678 0.706  0.364
H 1.119 3.492 1.162  0.336